1.
Entry from the Open Molecules 2025 dataset: a molecular structure, C17H26BaN5 (wB97M-V/def2-TZVPD).

Structure (XYZ):
```
49
Properties=species:S:1:pos:R:3:forces:R:3:mulliken_charge:R:1
H 0.462 -0.208 -4.407 0.01 -0.04 0.01 0.44
C -0.001 3.401 -0.388 0.01 -0.03 -0.04 -1.09
H -1.134 -4.151 4.243 0.01 0.00 0.00 0.43
H 1.388 -3.067 1.718 0.01 -0.01 0.00 0.22
Ba -0.201 -0.231 0.232 -0.14 -0.02 0.06 1.70
H 0.359 -1.743 -2.720 -0.01 0.00 0.00 0.25
H -1.904 1.985 -1.806 0.00 -0.01 0.02 0.28
H 2.709 -1.375 -3.194 0.00 0.00 -0.01 0.37
H 0.120 2.846 1.559 0.00 0.01 0.00 0.27
C 2.772 1.911 -0.232 -0.05 0.04 0.02 0.59
C -1.379 -3.401 3.507 -0.07 0.02 -0.01 -0.63
H -1.015 3.694 -0.105 -0.01 -0.02 0.00 0.47
H 2.339 3.652 0.907 -0.02 0.02 0.05 0.39
H -1.003 1.565 -4.020 -0.03 0.04 0.03 0.38
C 1.006 -2.768 2.703 -0.10 0.02 0.00 -1.20
C 3.893 2.507 -0.789 0.04 -0.02 0.01 -0.78
H 4.495 0.157 -3.138 -0.01 -0.01 0.00 0.44
H 5.434 2.293 -2.268 0.00 0.00 0.00 0.44
H 1.362 -3.510 3.416 0.04 0.01 -0.01 0.31
H 4.235 3.468 -0.431 0.00 0.00 0.01 0.44
H -3.414 -0.106 1.611 -0.01 0.01 0.00 0.24
C -0.029 2.766 -1.776 0.06 0.08 -0.02 -0.44
H -3.505 -1.363 0.354 -0.01 0.00 -0.01 0.24
H 1.283 0.912 -3.361 0.00 0.01 0.00 0.37
H -3.622 -3.285 3.548 0.00 0.01 -0.01 0.43
C 1.995 2.613 0.864 -0.01 -0.07 -0.09 -1.30
C 2.907 0.134 -1.696 -0.05 -0.04 -0.02 0.33
H 2.237 2.152 1.824 0.01 0.00 0.01 0.38
H 1.479 -1.815 2.975 0.01 0.00 0.00 0.23
N -0.956 1.630 -1.882 0.16 -0.12 0.07 -0.04
C -0.859 0.898 -3.161 0.05 0.00 -0.06 -0.95
H 2.371 -1.945 -1.566 0.00 0.00 0.01 0.29
H -0.270 3.556 -2.499 -0.05 -0.02 -0.01 0.40
N 2.315 0.728 -0.654 -0.01 0.07 -0.09 0.32
N 0.533 2.536 0.686 0.05 0.04 -0.08 -0.04
N 0.777 -0.873 -2.403 0.05 0.09 0.00 -0.01
H 0.971 2.420 -2.028 0.00 0.00 -0.01 0.16
C 4.552 1.856 -1.818 0.00 0.00 -0.01 -0.56
C -3.529 -1.186 1.438 0.08 -0.05 0.04 -1.27
C 2.230 -1.103 -2.248 -0.06 0.02 0.03 -0.86
C -0.491 -2.692 2.735 0.06 -0.06 0.04 0.30
H -4.530 -1.450 1.774 -0.02 0.03 -0.02 0.32
H 0.581 4.327 -0.468 0.00 0.01 0.06 0.35
C -2.680 -2.948 3.144 0.06 -0.02 0.02 -0.69
C 0.471 0.186 -3.386 -0.02 0.00 -0.03 -0.73
C -2.500 -1.994 2.173 -0.10 0.02 0.00 0.34
H -1.675 0.172 -3.190 0.00 0.00 0.02 0.35
N -1.163 -1.823 1.909 0.05 0.01 -0.01 -0.13
C 4.039 0.661 -2.297 0.04 0.00 0.01 -0.76
```
Positions in Å, forces in eV/Å.

The total charge is +1. As for the LUMO energy: -0.11401 Eh. The molar mass is 437.8 g/mol. For the HOMO energy, the calculation gives -8.79 eV. The relative energy (zero: lowest compared OMol25 entry of this formula, charge and spin) is 3.7 kcal/mol.

2.
Entry from the Open Molecules 2025 dataset: a single C22H28N6O2 molecule (wB97M-V/def2-TZVPD).

Structure (XYZ):
```
58
Properties=species:S:1:pos:R:3:forces:R:3:mulliken_charge:R:1
H 0.767 -0.779 0.947 0.03 0.03 0.05 0.10
H -4.005 -1.720 -0.723 -0.14 -0.22 -0.08 0.47
C -2.318 0.834 0.374 -0.10 -0.32 -0.17 -0.56
H 1.092 2.676 -3.460 -0.01 -0.02 0.04 0.46
C 3.644 -0.583 0.580 0.54 -0.11 0.25 0.51
C -5.604 -0.162 0.978 -0.43 -0.18 0.40 -0.51
H -5.932 0.821 1.322 0.04 -0.10 -0.16 0.30
N 4.204 -2.717 0.831 0.21 -0.80 0.06 -1.49
H 2.036 -3.493 0.312 0.01 0.19 -0.02 0.34
H 2.230 3.761 2.166 0.06 0.00 0.05 0.49
C 0.101 3.575 -1.017 -0.03 -0.16 -0.23 -0.48
H -5.346 -2.151 1.788 0.01 -0.10 0.00 0.31
C 1.626 -2.230 -1.371 -0.17 -0.26 0.15 -0.06
H -1.403 -0.863 -2.272 0.16 0.06 0.04 0.61
H -0.501 3.536 -1.911 -0.03 -0.03 -0.09 0.40
C -5.685 -1.172 2.119 0.01 0.17 -0.17 -1.09
C 4.951 -0.610 1.022 -0.19 0.17 -0.08 -0.88
C 0.813 -1.866 1.001 -0.14 -0.26 -0.15 0.04
H 0.435 5.433 1.786 -0.01 0.06 0.07 0.41
H -1.341 -2.010 1.140 0.05 -0.12 0.03 0.49
O 1.367 1.622 -1.695 0.13 0.20 0.43 -0.41
H -0.243 1.575 -3.011 0.05 0.02 0.00 0.37
N -0.821 -2.235 -0.854 -0.22 -0.05 -0.10 0.02
C 1.939 -2.418 0.119 -0.42 0.04 -0.14 -0.72
H 2.059 0.315 -0.371 0.11 0.15 0.01 -0.10
N 2.813 0.484 0.277 -0.23 -0.21 -0.19 0.34
H -0.929 5.286 -0.277 -0.07 0.06 -0.02 0.42
C 2.960 1.752 0.758 0.00 -0.17 -0.02 0.64
O 3.864 2.089 1.492 0.05 0.01 0.03 -0.66
H -6.235 -0.482 0.143 0.08 0.12 0.05 0.32
C 1.612 3.720 1.282 0.03 -0.13 -0.09 -0.76
C 0.842 1.717 -3.001 -0.15 -0.06 -0.25 -1.12
H 1.314 0.913 -3.565 -0.07 0.06 0.00 0.26
H 5.578 0.232 1.221 0.07 0.19 0.04 0.45
H -0.295 -0.169 -1.069 -0.02 0.04 -0.09 -0.36
H 2.375 -2.752 -1.968 0.06 0.05 -0.01 0.36
H -0.536 -3.531 0.717 -0.02 0.00 0.07 0.46
H -1.530 1.542 0.552 0.18 0.18 0.05 0.79
H 1.000 -2.137 2.041 0.04 0.06 0.03 0.38
C 1.095 2.628 -0.800 0.05 0.05 0.11 1.03
H -5.058 -0.849 2.947 0.05 0.01 0.08 0.32
H -6.710 -1.258 2.469 -0.11 -0.05 0.06 0.39
C 5.240 -1.972 1.158 -0.26 0.14 -0.12 -0.45
C -0.142 4.571 -0.088 0.07 0.00 0.06 -0.56
C -0.534 -2.449 0.550 0.08 0.08 0.26 -1.28
H 0.239 -3.878 -1.494 0.04 -0.02 -0.08 0.47
C 0.230 -2.799 -1.675 0.16 0.07 -0.12 -1.12
C 1.861 2.692 0.377 -0.15 0.21 -0.13 0.00
C -1.143 -0.857 -1.206 -0.08 -0.09 -0.04 0.69
H 6.156 -2.430 1.475 0.17 -0.13 0.07 0.47
N 3.227 -1.873 0.483 0.21 0.42 0.10 1.28
H 1.659 -1.175 -1.650 0.04 0.09 -0.04 -0.03
N -3.506 1.007 0.921 -0.22 0.66 0.56 -1.07
C -2.291 -0.326 -0.417 -0.09 0.01 -0.05 -0.14
C -3.566 -0.842 -0.297 0.33 0.09 -0.10 -1.15
H -0.020 -2.633 -2.726 0.01 -0.08 0.00 0.48
N -4.253 -0.010 0.510 0.33 -0.08 -0.42 0.85
C 0.617 4.652 1.065 -0.07 0.06 0.01 -0.72
```
Positions in Å, forces in eV/Å.

The total charge is 0. As for the LUMO energy: 0.02070 Eh. The molar mass is 408.5 g/mol. For the HOMO energy, the calculation gives -8.22 eV. The SMILES is CCn1cc(CN2CCC(n3nccc3NC(=O)c3ccccc3OC)CC2)cn1. The relative energy (zero: lowest compared OMol25 entry of this formula, charge and spin) is 37.0 kcal/mol.

3.
Entry from the Open Molecules 2025 dataset: 3 unconnected molecules or ions with the total composition C6H18O2 in a non-equilibrium geometry (wB97M-V/def2-TZVPD).

Structure (XYZ):
```
26
Properties=species:S:1:pos:R:3:forces:R:3:mulliken_charge:R:1
H -2.113 0.426 -0.612 -0.26 -0.06 0.62 0.26
H -0.481 -0.809 -1.995 -0.34 -0.23 -0.13 0.12
O -0.934 -1.328 -2.676 0.14 0.02 0.14 -0.67
C -1.525 1.317 -0.814 -0.64 0.38 -0.07 -1.31
H 2.530 -0.075 0.946 -0.29 -0.17 0.02 0.42
H -1.275 1.141 -1.857 0.86 0.36 -0.11 0.40
H 1.416 -0.425 -2.593 0.37 -0.24 -0.37 0.32
H 0.057 -0.456 -0.083 0.07 -0.69 0.13 0.02
H -1.555 -1.572 1.680 0.20 -0.34 -0.55 0.32
C 1.856 0.623 0.432 0.65 -0.75 0.70 -1.79
H -0.961 -1.499 3.287 0.00 -0.28 -0.07 0.39
C -0.629 -1.491 2.239 -0.09 1.13 1.50 -1.26
H -0.506 0.648 2.577 -0.13 0.06 0.06 0.34
C 0.077 -0.126 2.087 0.01 -1.07 -0.21 -0.79
H 1.437 -1.654 -3.500 -0.12 0.04 0.04 0.34
C -0.449 1.582 0.245 -0.17 -1.28 -0.47 -0.42
H -1.005 1.916 1.120 0.28 0.28 0.06 0.23
H 2.204 0.576 -0.595 -0.22 0.43 -0.30 0.33
H 0.985 -0.249 2.685 0.15 0.37 -0.24 0.29
H 0.224 2.366 -0.100 -0.07 0.10 0.13 0.40
H 2.084 1.584 0.894 -0.03 0.15 -0.28 0.42
O 2.010 -0.977 -3.126 -0.09 0.26 0.28 -0.64
H -2.204 2.177 -0.822 -0.10 -0.21 -0.10 0.37
C 0.378 0.286 0.637 0.06 1.99 -0.10 1.20
H -1.712 -1.680 -2.230 0.05 0.01 -0.04 0.38
H 0.092 -2.301 2.174 -0.28 -0.26 -0.64 0.33
```
Positions in Å, forces in eV/Å.

The total charge is 0. As for the LUMO energy: 0.02420 Eh. The molar mass is 122.2 g/mol. For the HOMO energy, the calculation gives -10.96 eV. The SMILES is CCC(C)CC.O.O. The relative energy (zero: lowest compared OMol25 entry of this formula, charge and spin) is 12.7 kcal/mol.

4.
Entry from the Open Molecules 2025 dataset: a molecular structure, H21LiO11 in a non-equilibrium geometry (wB97M-V/def2-TZVPD).

Structure (XYZ):
```
33
Properties=species:S:1:pos:R:3:forces:R:3:mulliken_charge:R:1
H 1.018 3.508 -0.509 0.24 0.32 -0.39 0.26
O -0.762 -2.629 -0.698 0.61 -2.29 0.27 -0.69
H -3.290 -1.344 -1.467 0.96 2.06 -0.23 0.35
O -0.703 0.063 -0.187 -1.64 1.18 -1.31 -1.15
H 2.914 -0.168 -0.039 1.05 1.72 -1.20 0.38
H 3.273 0.886 -1.203 -0.26 -0.30 -0.59 0.29
H 1.249 -2.085 -1.070 -2.51 -1.40 1.35 0.29
H 2.704 -2.223 -1.322 -0.17 0.31 -0.28 0.32
H -0.569 -0.386 1.512 0.37 -0.58 2.42 0.39
H -0.964 -1.678 -0.609 -0.22 -0.19 1.29 0.35
H -2.299 -0.140 -1.050 0.26 -0.56 0.27 0.21
H 0.098 -0.320 0.047 2.43 -1.30 0.62 0.19
O 0.783 2.632 -0.208 0.72 1.86 0.72 -0.51
H 2.313 -0.248 2.046 -0.28 -0.85 -1.26 0.34
O -0.309 -0.538 -3.444 -1.84 0.22 2.67 -0.70
H -0.906 2.754 3.091 0.85 -0.08 -2.02 0.30
O 1.917 -0.951 1.453 3.21 5.57 -2.80 -0.69
O -2.977 -0.407 -1.681 -1.13 -1.58 -0.30 -0.67
O -2.684 1.072 1.151 0.40 1.21 5.62 -0.69
H 0.672 -0.754 2.450 -3.86 0.86 0.19 0.39
O -0.344 -0.680 2.477 1.11 0.23 -1.24 -0.71
H -1.151 -0.379 -2.876 1.27 -0.17 -1.81 0.44
H 0.632 2.791 0.737 -0.49 -0.49 0.61 0.31
O -0.597 2.737 2.130 -1.73 -0.44 1.23 -0.72
Li 0.298 1.349 -1.105 -0.87 -1.75 -0.95 0.82
O 3.456 0.650 -0.302 -0.70 -1.44 1.63 -0.66
H 1.745 -1.601 2.015 -0.74 -5.30 3.37 0.28
H -1.361 2.252 1.676 0.93 0.53 0.73 0.43
O 1.930 -1.676 -1.532 2.48 0.99 -1.10 -0.61
H 0.096 -1.141 -2.789 0.48 0.04 -0.82 0.36
H -0.809 -3.277 0.080 -0.27 2.47 -1.41 0.31
H -2.061 0.645 0.660 3.45 -2.29 -2.01 0.45
H -3.311 1.285 0.566 -4.11 1.44 -3.28 0.32
```
Positions in Å, forces in eV/Å.

The total charge is 0. As for the LUMO energy: -0.00844 Eh. The molar mass is 204.1 g/mol. For the HOMO energy, the calculation gives -10.37 eV.

5.
Entry from the Open Molecules 2025 dataset: 2 unconnected molecules or ions with the total composition ClHN2O in a non-equilibrium geometry (wB97M-V/def2-TZVPD).

Structure (XYZ):
```
5
Properties=species:S:1:pos:R:3:forces:R:3:mulliken_charge:R:1
H -1.045 1.386 -0.145 0.28 -0.48 0.16 0.23
N -0.023 -1.459 0.774 0.30 0.23 -0.79 -0.30
N 0.900 -1.258 0.163 -3.69 -0.96 3.04 0.82
Cl -1.728 2.403 -0.443 -0.30 0.47 -0.15 -0.23
O 1.897 -1.071 -0.349 3.41 0.74 -2.27 -0.51
```
Positions in Å, forces in eV/Å.

The total charge is 0. As for the LUMO energy: 0.02963 Eh. The molar mass is 80.5 g/mol. For the HOMO energy, the calculation gives -11.89 eV. The SMILES is N#[N+][O-].Cl. The relative energy (zero: lowest compared OMol25 entry of this formula, charge and spin) is 20.3 kcal/mol.

6.
Entry from the Open Molecules 2025 dataset: a molecular structure, C22H21GaN4O5S2 in a non-equilibrium geometry (wB97M-V/def2-TZVPD).

Structure (XYZ):
```
55
Properties=species:S:1:pos:R:3:forces:R:3:mulliken_charge:R:1
C 5.300 -3.235 -0.126 -0.22 0.12 0.04 -0.26
Ga 1.066 0.045 0.617 1.76 -1.41 0.59 1.47
C 0.066 -0.983 -3.566 -0.54 0.04 -0.08 -1.01
H -5.397 2.771 -1.360 0.02 -0.02 -0.01 0.39
C -5.031 1.992 -0.702 -0.15 0.04 0.04 -0.73
H 3.617 -0.245 1.223 -0.10 0.05 0.04 0.37
H 6.307 -3.374 -0.517 0.01 0.04 -0.06 0.30
H -6.068 -0.048 1.785 0.04 -0.01 0.02 0.37
O 0.984 -3.604 2.441 -0.25 0.16 -0.05 -0.88
N -1.438 0.943 2.124 -0.69 0.00 -0.13 -1.54
O 0.617 -1.776 1.233 -0.78 0.63 -0.22 -0.30
C -3.209 0.610 0.084 -0.37 0.21 -0.14 -0.90
N -1.043 1.805 4.184 -0.09 -0.22 -0.21 -0.53
H -1.895 -1.094 -4.449 -0.02 -0.01 0.02 0.40
C -1.780 0.239 -0.006 0.25 0.35 1.39 0.76
C 0.383 4.494 -0.359 0.11 -0.43 -0.28 -1.06
H 3.157 -4.590 2.145 -0.06 0.04 0.04 0.36
H 3.467 0.224 -0.465 0.01 0.02 -0.01 0.27
H -3.691 -0.723 1.687 0.03 0.02 0.00 0.48
N 0.129 -0.409 -1.260 -0.69 0.46 -0.06 0.29
H 0.605 -1.242 -4.465 0.04 0.01 0.03 0.41
C -3.703 1.600 -0.767 0.23 -0.09 0.01 -0.12
H 1.823 -0.772 -2.347 -0.05 -0.01 0.09 0.51
H 4.953 -1.527 -1.329 0.02 0.03 0.00 0.22
C 3.025 -0.408 0.317 -0.56 0.18 -0.31 -2.24
C -1.323 -0.892 -3.551 0.47 -0.08 -0.18 -0.57
O -0.307 2.682 -2.062 -0.27 -0.42 -0.07 -0.70
C 1.389 -2.764 1.618 0.95 -0.60 0.10 -0.21
H 5.434 -4.969 1.193 -0.03 0.00 0.02 0.29
C 4.549 -2.201 -0.576 0.25 -0.10 -0.07 -1.48
H 1.066 4.641 0.473 0.00 0.01 0.00 0.30
H -0.639 4.355 -0.013 0.03 0.07 0.10 0.26
C 3.153 -1.904 -0.083 -0.27 0.21 0.00 2.16
H -0.438 1.677 4.978 0.01 0.04 0.01 0.27
H -6.929 1.699 0.262 0.00 -0.01 0.01 0.37
C 0.741 -0.726 -2.389 0.42 -0.05 0.00 0.01
C -1.206 -0.247 -1.243 0.60 -0.52 -1.03 0.80
H 2.443 -2.054 -0.926 0.05 0.07 -0.03 -0.08
C 3.547 -3.917 1.389 0.26 0.12 -0.14 -0.33
H -2.011 1.564 4.341 -0.01 0.03 -0.01 0.25
S 1.167 1.079 2.904 -0.45 0.09 0.05 -0.62
N -0.959 0.436 0.984 -0.52 0.14 -0.81 1.26
C 4.816 -4.144 0.854 0.15 -0.40 0.17 -0.75
C 2.737 -2.865 1.018 -0.43 0.08 0.25 -0.14
O 2.056 3.302 -1.970 -0.07 -0.11 0.01 -0.72
C -1.963 -0.520 -2.390 -0.10 0.14 0.56 -1.10
H 0.450 5.310 -1.075 -0.06 0.05 0.03 0.36
C -0.530 1.250 3.023 0.97 0.06 0.32 0.51
C -4.071 0.034 1.013 0.09 -0.16 -0.04 -0.09
S 0.848 2.985 -1.234 0.28 0.85 0.51 1.27
O 1.083 2.041 -0.119 -0.29 0.23 -0.44 -0.37
C -5.401 0.417 1.069 -0.11 0.01 0.00 -0.68
H -3.038 -0.424 -2.351 -0.02 0.00 -0.02 0.53
H -3.021 2.066 -1.470 0.00 0.03 0.01 0.59
C -5.889 1.396 0.213 0.11 0.02 -0.04 -0.40
```
Positions in Å, forces in eV/Å.

The total charge is -2. As for the LUMO energy: 0.15295 Eh. The molar mass is 555.3 g/mol. For the HOMO energy, the calculation gives 1.13 eV. The relative energy (zero: lowest compared OMol25 entry of this formula, charge and spin) is 27.0 kcal/mol.